Molecular formula: C4H7NO2
Method: DFT, ωB97M-V with the def2-TZVPD basis set

Geometry as XYZ:
```
14
Properties=species:S:1:pos:R:3:forces:R:3
H -0.3825 -1.8398 -0.2526 -0.0740 -0.2049 0.0365
N -1.2244 -1.2654 -0.2538 1.8507 -0.2016 -1.5132
C -0.9389 -0.0563 -0.6275 -0.8624 -1.9826 4.2879
O -2.0018 0.6991 -0.4239 -2.8045 -1.1369 1.0023
C 0.3824 0.6196 -0.3692 0.2382 0.3792 -1.8131
C 0.7134 1.0275 1.0811 -0.4132 0.0103 0.2022
C 1.8562 0.0121 0.9439 0.1565 -0.1157 0.1938
O 1.4585 -0.3168 -0.4048 0.2205 -0.0090 -0.0628
H -2.5797 -0.1882 0.0558 1.5362 3.4123 -2.0869
H 0.4901 1.4286 -1.1087 0.2765 -0.0770 0.2187
H 1.0219 2.0708 1.2003 -0.1305 -0.2670 -0.0721
H -0.0569 0.7766 1.8189 0.2074 0.0714 -0.2213
H 2.8723 0.4282 0.9748 -0.2514 -0.0968 -0.0088
H 1.7935 -0.8651 1.6033 0.0500 0.2183 -0.1632
```
Positions in Å, forces in eV/Å.

Calculated values
HOMO	-10.00	eV
SMILES	[H]/N=C(/O)[C@H]1CCO1
orbital gap	10.737	eV
2S+1	1
energy relative to the best compared isomer or geometry (same formula, charge and spin)	75.42	kcal per mole



Molecular formula: C4H6O2
Method: DFT, ωB97M-V with the def2-TZVPD basis set

Geometry as XYZ:
```
12
Properties=species:S:1:pos:R:3:forces:R:3
C 0.5944 -0.9689 1.1373 -0.0323 -0.0815 0.0921
C -0.2369 -0.3577 0.0737 0.1083 -0.1186 0.4244
O -1.5722 -0.7510 -0.3103 -0.2863 -0.0788 0.0954
C -0.6973 -0.0664 -1.2349 0.0079 0.0683 -0.2654
C -0.4192 1.0758 -0.2937 -0.1988 -0.0758 0.0736
O 0.7899 1.7585 -0.4513 -0.0849 0.1723 -0.3527
H 1.4945 -0.3654 1.2953 -0.1319 -0.1408 -0.1874
H -0.0232 -0.8593 2.0353 0.1784 -0.1572 0.0795
H 0.8610 -2.0249 1.0297 -0.1178 0.2346 -0.2495
H -0.6538 -0.2856 -2.2978 0.2600 -0.1021 0.3588
H -1.2420 1.6314 0.1632 0.1476 0.0702 -0.2483
H 0.9958 1.7550 -1.3934 0.1498 0.2094 0.1795
```
Positions in Å, forces in eV/Å.

Calculated values
HOMO	-8.97	eV
SMILES	C[C@]12O[C@H]1[C@@H]2O
orbital gap	9.818	eV
2S+1	1
energy relative to the best compared isomer or geometry (same formula, charge and spin)	89.01	kcal per mole



Molecular formula: C4H2O3
Method: DFT, ωB97M-V with the def2-TZVPD basis set

Geometry as XYZ:
```
9
Properties=species:S:1:pos:R:3:forces:R:3
C 1.5199 0.3037 -0.7489 0.8852 -0.1865 -0.7673
C 0.3790 -0.2600 -0.0798 0.7772 -0.0541 0.4482
C -0.5365 0.8661 0.3110 -0.5620 0.1403 0.5147
C -1.1168 -0.3109 -0.3066 -0.2187 0.0304 -0.5602
O -0.6230 1.9180 0.8301 -0.1258 0.3130 0.1738
O 2.2864 -0.3103 0.1571 0.3014 0.8928 -0.8474
O 1.2214 -0.9519 0.8427 -1.0670 -1.0423 0.9424
H -1.4367 -0.2912 -1.3402 -0.0334 -0.0836 -0.1020
H -1.6938 -0.9634 0.3347 0.0430 -0.0099 0.1977
```
Positions in Å, forces in eV/Å.

Calculated values
HOMO	-9.81	eV
orbital gap	9.545	eV
2S+1	1
energy relative to the best compared isomer or geometry (same formula, charge and spin)	178.63	kcal per mole



Molecular formula: C15H36N3O5P2PdS3
Method: DFT, ωB97M-V with the def2-TZVPD basis set

Geometry as XYZ:
```
65
Properties=species:S:1:pos:R:3:forces:R:3
Pd -0.6881 -1.0944 -0.2947 -0.5963 -1.1475 0.0605
S -0.9046 -5.5929 -0.6300 0.1505 0.6962 0.0482
C -0.7168 -3.9824 -0.4922 -0.0912 -0.7741 0.0626
S -1.7117 -3.0763 0.5587 0.4063 0.4766 -0.3997
S 0.4226 -2.9291 -1.2176 -0.3148 0.2143 0.3074
C -2.9103 0.4227 1.9961 -0.0492 -0.0240 -0.0381
C -3.4799 0.6347 0.6044 -0.0488 0.1863 0.1046
C -4.1065 2.0122 0.4528 0.0019 -0.0801 0.0125
C -4.4470 -0.4668 0.2082 0.0147 -0.0395 0.0655
O -2.2777 0.6422 -0.2780 0.3555 -0.2183 0.0048
P -2.3205 0.2814 -1.8723 0.2194 0.8009 -0.1466
O -3.4903 0.6927 -2.6335 -0.0967 -0.1671 0.1503
O -1.9740 -1.2338 -1.7809 0.3422 -0.3814 0.1446
O -0.9167 0.9565 -2.2321 -0.1871 -0.0378 0.0627
C -0.6810 1.6810 -3.5132 -0.0707 0.0707 -0.0674
C -0.9415 0.7140 -4.6561 0.0111 0.0354 -0.0089
C -1.6011 2.8889 -3.5515 0.0185 0.0617 -0.0922
C 0.7723 2.1150 -3.4668 -0.1284 -0.0138 0.0827
H -3.7225 0.3659 2.7202 -0.0028 0.0214 0.0076
H -2.2549 1.2484 2.2745 0.0108 0.0056 -0.0179
H -2.3430 -0.5118 2.0555 -0.0406 0.0295 -0.0032
H -4.9364 2.1171 1.1521 -0.0084 -0.0135 0.0007
H -4.4860 2.1465 -0.5591 0.0002 0.0022 -0.0193
H -3.3731 2.7890 0.6661 0.0131 0.0069 0.0101
H -5.3006 -0.4266 0.8852 0.0014 -0.0207 0.0034
H -3.9972 -1.4579 0.2880 -0.0101 0.0458 -0.0084
H -4.8145 -0.3265 -0.8065 -0.0076 -0.0007 -0.0158
H -1.9906 0.4214 -4.6848 -0.0013 -0.0008 -0.0245
H -0.3245 -0.1798 -4.5532 0.0206 0.0083 0.0031
H -0.6971 1.1934 -5.6043 0.0042 0.0058 0.0030
H -2.6453 2.5885 -3.5899 0.0362 0.0396 -0.0239
H -1.3726 3.4782 -4.4400 -0.0061 0.0126 -0.0076
H -1.4406 3.5187 -2.6758 0.0235 0.0055 0.0221
H 1.4355 1.2555 -3.4669 0.1240 -0.1639 0.0509
H 0.9641 2.7230 -2.5826 0.0011 0.0160 0.0092
H 0.9992 2.7126 -4.3491 -0.0232 0.0014 -0.0034
C 0.8713 0.7280 3.6603 -0.0689 0.0377 -0.0058
N 2.0104 0.1708 2.9455 -0.0200 -0.2163 -0.1827
C 3.2903 0.3278 3.6241 0.0868 0.0296 -0.0476
P 1.9053 -0.7472 1.5951 0.4533 0.1069 0.0740
O 0.4203 -1.0165 1.3984 -0.4631 0.2086 -0.2796
N 2.6388 0.0747 0.3636 -0.1664 -0.1439 0.3349
C 2.8576 -0.6186 -0.8970 0.0875 -0.0461 -0.1753
C 2.2249 1.4650 0.1728 0.0089 0.0721 -0.0314
N 2.7091 -2.1725 1.6581 -0.0464 0.1874 0.0518
C 4.1596 -2.2903 1.5595 0.0681 0.0171 0.0086
C 2.0745 -3.3060 2.3273 -0.0782 -0.0417 -0.0077
H 1.0258 1.7982 3.8187 -0.0213 -0.0071 0.0023
H 0.7579 0.2469 4.6347 -0.0098 0.0072 0.0024
H -0.0400 0.5799 3.0886 0.0119 0.0047 0.0243
H 3.4562 1.3814 3.8589 0.0042 -0.0176 -0.0010
H 4.1091 -0.0017 2.9858 -0.0131 0.0111 0.0323
H 3.3141 -0.2440 4.5553 0.0079 0.0072 -0.0064
H 3.1410 -1.6552 -0.7243 -0.0375 0.0942 -0.0784
H 3.6569 -0.1183 -1.4447 -0.0114 -0.0069 -0.0265
H 1.9544 -0.5949 -1.5216 0.0436 0.0297 -0.0963
H 2.1788 1.9794 1.1291 -0.0210 0.0143 0.0153
H 1.2458 1.5290 -0.3233 0.0713 0.0403 0.0221
H 2.9613 1.9657 -0.4555 -0.0147 0.0150 0.0039
H 4.5895 -1.3946 1.1167 0.0132 -0.0230 0.0150
H 4.4094 -3.1459 0.9288 0.0104 -0.0012 0.0074
H 4.6071 -2.4481 2.5447 0.0137 0.0038 -0.0155
H 0.9909 -3.2228 2.2673 0.0298 -0.0131 0.0115
H 2.3716 -3.3674 3.3776 0.0081 -0.0144 0.0080
H 2.3807 -4.2243 1.8249 -0.0190 -0.0152 0.0010
```
Positions in Å, forces in eV/Å.

Calculated values
HOMO (spin up / spin down)	-12.13 / -12.13	eV
total charge	+1
orbital gap (spin up / spin down)	5.991 / 5.990	eV
2S+1	1
energy relative to the best compared isomer or geometry (same formula, charge and spin)	0.00	kcal per mole



Molecular formula: C29H26N4O6Yb
Method: DFT, ωB97M-V with the def2-TZVPD basis set

Geometry as XYZ:
```
66
Properties=species:S:1:pos:R:3:forces:R:3
Yb -0.0057 -0.6860 0.0941 1.2198 1.5384 1.6663
O 2.8117 -3.6590 4.0080 -1.6970 0.1670 -1.1856
C 2.2902 -2.5901 4.6389 0.7513 0.1777 1.5142
C 2.7026 -2.3180 5.9473 1.0966 -1.2371 -0.6528
C 2.3279 -1.2209 6.6450 0.4065 0.1248 1.8262
C 1.4164 -0.3467 6.0642 -1.0894 -0.3680 0.6804
C 0.8909 -0.6265 4.8255 0.6843 0.6533 -0.2580
C 1.4051 -1.7060 4.0910 -1.0089 0.1648 -1.4036
C 0.9766 -1.8443 2.6917 -1.0700 -0.4757 0.0247
O 0.5575 -0.7457 2.1417 -0.1705 0.4659 -0.8347
N 0.9096 -3.0088 2.0690 1.3494 0.4979 1.6018
N 0.5106 -2.8715 0.7732 -0.9488 1.4498 -0.5636
C 0.7867 -3.8292 -0.0186 2.6507 -2.0065 1.7601
C 0.4204 -3.9989 -1.3795 -0.1494 0.7531 -0.5330
C 0.8307 -5.1879 -2.0561 0.1477 0.6438 1.0988
C 0.3839 -5.4150 -3.3260 1.6060 -0.2768 -1.6598
C -0.3524 -4.3947 -3.9291 -0.4391 -1.0597 -1.0037
C -0.8232 -3.2956 -3.2718 -1.5255 2.2784 -0.2009
C -0.3494 -2.9540 -2.0010 0.1187 -2.3335 -0.2761
O -0.6049 -1.8009 -1.4048 -0.7444 -1.3108 -1.7275
H 2.1593 -3.7541 3.2375 1.2625 -0.4826 0.5462
H 3.3903 -3.0451 6.3211 0.3884 -0.2457 0.5607
H 2.7021 -1.1071 7.7237 -0.6627 0.0428 -1.8412
H 0.9257 0.3356 6.7270 0.0266 0.8510 -0.0737
H 0.1821 0.0563 4.3439 0.2085 -0.4627 0.3097
H 1.5085 -4.5760 0.4864 -1.3739 0.5270 -1.0369
H 1.5831 -5.8369 -1.5697 -0.8090 0.2746 -0.1678
H 0.8289 -6.2274 -3.9863 -0.8652 0.9778 1.1673
H -0.5575 -4.4856 -4.9941 -0.3455 -0.1197 0.2177
H -1.6273 -2.6277 -3.7343 1.5600 -0.7847 0.3859
O -3.3097 5.6183 3.7678 1.1754 0.0406 -0.3094
C -3.7592 6.0735 2.4994 1.2263 -1.0046 1.0072
N -3.8169 4.9140 1.6082 0.2477 0.8381 -0.0933
C -2.7122 4.2087 1.3633 0.6164 -2.2569 -1.3676
O -1.5642 4.5543 1.5600 -0.1870 0.2972 0.4602
C -2.8954 2.7775 0.6391 -1.1815 2.4749 -0.0802
C -3.9501 2.5551 -0.2914 2.3683 -1.2092 0.0853
C -3.8146 1.4567 -1.1421 -0.6305 0.0932 0.2876
C -2.7662 0.5634 -0.9394 0.0114 0.6209 0.3383
N -1.8248 0.7669 -0.0094 0.3396 0.8684 0.4970
C -1.8312 1.9117 0.7229 -0.9300 -0.2574 -0.6216
H -2.3669 5.3332 3.6626 -1.0495 0.4450 0.1792
H -3.0866 6.8264 2.0851 -0.1393 -0.0616 -0.0835
H -4.7285 6.4633 2.7189 -0.7012 0.2418 -0.4898
H -4.6705 4.4338 1.5200 -1.0823 -0.4860 0.0353
H -4.7181 3.2492 -0.5187 -0.6256 0.6551 0.2888
H -4.5706 1.3335 -1.9226 0.4983 -0.2796 0.1805
H -2.5519 -0.3028 -1.5317 -0.4891 -0.3905 -0.4354
H -0.9868 2.2326 1.3218 0.1321 -0.5136 0.1217
C 1.6147 3.2081 -1.7113 -1.8398 -1.6113 -0.3741
C 1.6121 1.7071 -1.7924 -0.2147 -0.6643 0.9117
O 1.3038 1.0291 -0.7572 0.0922 0.7830 -1.5836
C 1.9046 1.0395 -3.0825 -0.6714 0.2470 1.0021
C 1.6654 -0.3076 -3.0833 0.8990 -1.0154 -0.6674
C 1.8161 -1.0147 -4.2620 0.1372 -1.1808 0.0539
C 2.1924 -0.3918 -5.4373 -0.4489 0.5321 -0.7045
C 2.3945 0.9968 -5.4453 0.0911 0.0090 0.0095
C 2.2391 1.6906 -4.2708 -0.3552 -0.0899 0.8386
H 0.6356 3.4705 -2.2699 1.7189 0.1178 0.6320
H 2.5301 3.5309 -2.1994 -0.2347 0.7347 0.2012
H 1.4629 3.3910 -0.6515 0.4070 0.7875 -0.0880
H 1.5111 -0.8250 -2.1556 -0.2058 -0.2066 -0.0875
H 1.7001 -2.1034 -4.2538 -0.1230 0.4343 -0.0177
H 2.2040 -0.9647 -6.3736 0.3157 0.2631 0.4835
H 2.6652 1.5940 -6.3110 -0.0853 -0.5170 -0.1625
H 2.2919 2.7482 -4.2146 0.3408 0.8366 -0.3882
```
Positions in Å, forces in eV/Å.

Calculated values
HOMO (spin up / spin down)	-10.17 / -10.17	eV
total charge	+1
orbital gap (spin up / spin down)	6.430 / 6.433	eV
2S+1	2
energy relative to the best compared isomer or geometry (same formula, charge and spin)	3.77	kcal per mole



Among the records above, which one has the highest 2S+1?
C29H26N4O6Yb



What is the 2S+1 in the first record?
1



Which of these has the lowest energy relative to the best compared isomer or geometry (same formula, charge and spin)?
C15H36N3O5P2PdS3